No. 1
The following is a quantum chemistry calculation of a 2-piece molecular cluster, C4H13N2S overall at a distorted geometry, from the Open Molecules 2025 dataset.

CARTESIAN COORDINATES (ANGSTROEM)
1 C 1.75189 0.87976 2.02332
2 N 0.05781 -0.45872 -0.68415
3 C -1.25848 -0.87885 -0.93743
4 C -1.53808 -2.28776 -1.39858
5 S -3.37285 -2.55674 -1.24025
6 C 1.87790 2.08476 1.14964
7 N 0.64153 2.27844 0.39449
8 H 1.64466 -0.08681 1.46942
9 H 0.69517 0.86036 2.38500
10 H 0.60292 -1.32255 -0.81810
11 H -1.85740 -0.73265 0.00407
12 H -1.58481 -0.12091 -1.66833
13 H -1.08711 -3.09682 -0.77582
14 H -1.41120 -2.64018 -2.48551
15 H -3.79444 -2.28220 -2.45887
16 H 2.04876 2.89984 1.86966
17 H 2.90797 2.08408 0.66515
18 H 0.66589 3.12877 -0.16206
19 H 0.55542 1.44243 -0.18492
20 H 2.45444 0.80574 2.85324

HOMO energy: -13.292 eV
charge: +1
gap between HOMO and LUMO: 0.1521 Eh
LUMO energy: -9.154 eV
energy relative to the best compared isomer or geometry (same formula, charge and spin): 682.35 kJ/mol

No. 2
The following is a quantum chemistry calculation of a 2-piece molecular cluster, C4H13N2S overall, from the Open Molecules 2025 dataset.

CARTESIAN COORDINATES (ANGSTROEM)
1 C 0.66395 2.84284 0.80586
2 N 1.92124 -0.60174 0.95329
3 C 1.85723 0.71171 0.97295
4 N 0.84639 1.41336 0.55229
5 H 0.55604 3.39535 -0.12208
6 H 1.52900 3.21115 1.34915
7 H -0.22693 2.95040 1.41887
8 H 1.26231 -1.16573 0.41329
9 H 2.82431 -1.00972 1.14194
10 H 2.67412 1.22125 1.47179
11 H 0.06715 0.87159 0.19079
12 C -1.83225 -0.39084 -1.69140
13 S -0.37396 -1.33542 -1.20135
14 C -1.21721 -2.68866 -0.34209
15 H -2.48352 -0.24551 -0.83105
16 H -2.36377 -0.88024 -2.50346
17 H -1.54224 0.59036 -2.06745
18 H -0.48430 -3.33376 0.13736
19 H -1.89102 -2.27606 0.40550
20 H -1.78654 -3.28031 -1.05419

HOMO energy: -12.577 eV
charge: +1
gap between HOMO and LUMO: 0.3490 Eh
LUMO energy: -3.081 eV
energy relative to the best compared isomer or geometry (same formula, charge and spin): 15.88 kJ/mol

No. 3
The following is a quantum chemistry calculation of an isolated ion of composition C4H13N2S and charge +1 at a distorted geometry, from the Open Molecules 2025 dataset.

CARTESIAN COORDINATES (ANGSTROEM)
1 N 2.83400 -0.35343 0.30849
2 C 1.97601 0.41202 -0.66436
3 C 0.65561 0.95604 -0.06945
4 N 0.02943 0.02369 0.78141
5 C -0.95321 -0.90732 0.07384
6 C -2.18109 -0.03752 -0.30846
7 S -3.68670 -1.09496 -0.47901
8 H 3.53462 -0.93035 -0.08275
9 H 3.39765 0.28756 0.87852
10 H 1.69550 -0.35497 -1.44951
11 H 2.49688 1.25989 -1.13924
12 H -0.04374 1.25997 -0.90162
13 H 0.67691 1.91751 0.49603
14 H -0.57801 0.59521 1.48274
15 H 0.78729 -0.44638 1.33287
16 H -0.56646 -1.39137 -0.80326
17 H -1.30435 -1.61912 0.81154
18 H -2.02495 0.34896 -1.33861
19 H -2.43362 0.78213 0.41851
20 H -4.31177 -0.70757 0.65233

HOMO energy: -12.874 eV
SMILES: NCC[NH2+]CCS
charge: +1
gap between HOMO and LUMO: 0.3523 Eh
LUMO energy: -3.288 eV
energy relative to the best compared isomer or geometry (same formula, charge and spin): 136.29 kJ/mol

No. 4
The following is a quantum chemistry calculation of a 2-piece molecular cluster, C4H13N2S overall at a distorted geometry, from the Open Molecules 2025 dataset.

CARTESIAN COORDINATES (ANGSTROEM)
1 C 0.70602 -0.53603 -1.26770
2 C 1.01146 1.86133 0.12649
3 C -1.88158 -1.11594 0.15734
4 C 0.33297 -0.49193 0.17177
5 N 1.06625 -1.26342 1.03689
6 N 0.13734 0.81773 0.71322
7 S -2.62309 0.47097 -0.08480
8 H 0.34374 -1.40175 -1.76397
9 H 0.14813 0.33547 -1.76607
10 H 1.75222 -0.53370 -1.43281
11 H 0.70864 2.94842 0.53840
12 H 1.98975 1.61607 0.39886
13 H 0.84184 1.98827 -0.96499
14 H -2.08455 -1.98764 -0.52332
15 H -1.83524 -1.37528 1.22393
16 H 1.51547 -2.16910 0.61452
17 H 0.64369 -1.40095 1.92394
18 H -0.92865 1.12736 0.48585
19 H 0.22094 0.60108 1.75305
20 H -2.06537 0.50902 -1.34059

HOMO energy (alpha / beta): -9.805 / -14.372 eV
charge: +1
gap between HOMO and LUMO (alpha / beta): 0.2486 / 0.3294 Eh
LUMO energy (alpha / beta): -3.041 / -5.409 eV
spin multiplicity: 3
<S²>: 2.008
energy relative to the best compared isomer or geometry (same formula, charge and spin): 8.07 kJ/mol

No. 5
The following is a quantum chemistry calculation of a 2-piece molecular cluster, C4H13N2S2 overall at a distorted geometry, from the Open Molecules 2025 dataset.

CARTESIAN COORDINATES (ANGSTROEM)
1 C -1.99191 -0.31635 1.37800
2 C 1.62116 -0.25042 1.37547
3 C 0.65507 1.05112 -1.07516
4 C 0.55997 -0.39853 -0.85673
5 N -2.11432 -0.11468 -0.07005
6 N 1.31347 -0.91461 0.13267
7 S 2.24187 1.31284 -1.98310
8 S 0.06283 -1.44451 -1.99363
9 H -1.02689 -0.80216 1.62664
10 H -2.19728 0.59561 1.83626
11 H -2.70282 -1.00765 1.84021
12 H 0.72807 -0.15847 2.03373
13 H 2.38198 -0.68969 1.93607
14 H 2.12522 0.68944 0.96336
15 H -0.27584 1.19843 -1.69120
16 H 0.56650 1.69108 -0.22564
17 H -2.37061 -1.11181 -0.38009
18 H 1.44808 -1.87959 0.12502
19 H -2.98294 0.34928 -0.20582
20 H 2.19812 2.71827 -1.70205
21 H -0.23973 -0.51758 -3.06396

HOMO energy: -13.293 eV
charge: +1
gap between HOMO and LUMO: 0.3229 Eh
LUMO energy: -4.507 eV
energy relative to the best compared isomer or geometry (same formula, charge and spin): 260.25 kJ/mol

No. 6
The following is a quantum chemistry calculation of one molecule with the formula C4H13N3 at a distorted geometry, from the Open Molecules 2025 dataset.

CARTESIAN COORDINATES (ANGSTROEM)
1 C 1.22951 0.29730 1.21622
2 C 0.98290 -0.09845 -0.21498
3 N 2.21462 0.70384 -1.23759
4 C 0.01129 0.58190 -1.04454
5 C -1.47988 -0.14791 -0.27619
6 N -1.53057 -1.58516 -0.25437
7 N -1.88601 0.44748 0.96475
8 H 0.68194 -0.35198 1.90556
9 H 0.94729 1.33392 1.40823
10 H 2.28892 0.18045 1.45586
11 H 1.11053 -1.15852 -0.42130
12 H 3.01769 1.10785 -0.75928
13 H 2.53152 0.12452 -2.01329
14 H -0.07837 0.20963 -2.06198
15 H -0.10973 1.65064 -0.88236
16 H -2.17254 0.19981 -1.04532
17 H -1.04717 -1.95706 0.55479
18 H -2.49231 -1.91470 -0.20885
19 H -1.35270 0.11238 1.75600
20 H -2.86693 0.26408 1.15864

HOMO energy: -8.404 eV
SMILES: C[C@H](N)CC(N)N
charge: 0
gap between HOMO and LUMO: 0.3445 Eh
LUMO energy: 0.970 eV
energy relative to the best compared isomer or geometry (same formula, charge and spin): 267.02 kJ/mol

No. 7
The following is a quantum chemistry calculation of one molecule with the formula C4H13N3 at a distorted geometry, from the Open Molecules 2025 dataset.

CARTESIAN COORDINATES (ANGSTROEM)
1 N -1.15822 -1.59705 -2.17681
2 C -0.01579 -0.92347 -1.54605
3 C 0.05615 -1.51985 -0.08508
4 N 0.05816 -0.54408 1.05726
5 C 0.77553 0.66455 1.47581
6 C 0.68083 1.86327 0.56824
7 N -0.68271 2.42237 0.41650
8 H -2.08830 -1.22393 -2.11868
9 H -1.01686 -2.57619 -2.00227
10 H -0.05170 0.17892 -1.37326
11 H 0.82751 -1.28647 -2.10928
12 H -0.82144 -2.10937 0.19307
13 H 0.97051 -2.12095 -0.02765
14 H -0.33996 -0.91532 1.90167
15 H 1.86425 0.37961 1.61150
16 H 0.60326 0.98166 2.52582
17 H 1.05592 1.56472 -0.44375
18 H 1.40195 2.60664 0.95647
19 H -1.09229 2.49230 1.33880
20 H -1.02680 1.66264 -0.16232

HOMO energy: -8.064 eV
SMILES: NCCNCCN
charge: 0
gap between HOMO and LUMO: 0.3332 Eh
LUMO energy: 1.004 eV
energy relative to the best compared isomer or geometry (same formula, charge and spin): 223.72 kJ/mol

No. 8
The following is a quantum chemistry calculation of an isolated ion of composition C4H13N3 and charge +1 at a distorted geometry, from the Open Molecules 2025 dataset.

CARTESIAN COORDINATES (ANGSTROEM)
1 C 1.28128 -0.21908 1.16945
2 C 0.68101 0.01494 -0.21600
3 C -0.76459 -0.25951 -0.40159
4 C -1.74713 0.65955 -0.02598
5 N -2.99449 0.58204 -0.68209
6 N -0.78813 -1.30007 -1.50380
7 N 2.56697 0.46774 1.48367
8 H 0.48937 0.25478 1.77405
9 H 1.47561 -1.31943 1.38972
10 H 0.90174 1.02782 -0.55437
11 H 1.44631 -0.39991 -0.91068
12 H -1.61968 1.48835 0.68907
13 H -3.90850 1.06553 -0.39645
14 H -3.13153 0.14369 -1.54512
15 H -0.12925 -2.04891 -1.34412
16 H -0.49405 -0.65453 -2.34358
17 H -1.73424 -1.60050 -1.49133
18 H 2.48619 1.41797 1.13359
19 H 2.64239 0.65220 2.63371
20 H 3.34072 0.02733 1.14185

HOMO energy (alpha / beta): -6.737 / -11.243 eV
charge: +1
gap between HOMO and LUMO (alpha / beta): 0.1141 / 0.2766 Eh
LUMO energy (alpha / beta): -3.632 / -3.717 eV
spin multiplicity: 2
<S²>: 0.759
energy relative to the best compared isomer or geometry (same formula, charge and spin): 390.92 kJ/mol

No. 9
The following is a quantum chemistry calculation of an isolated ion of composition C4H13N3 and charge +1 at a distorted geometry, from the Open Molecules 2025 dataset.

CARTESIAN COORDINATES (ANGSTROEM)
1 C 0.00944 0.33260 -0.74411
2 C -0.36485 -0.92003 0.12152
3 C 0.01500 -2.15776 -0.73093
4 N 0.05077 -3.39722 0.05409
5 N 1.00951 1.15202 0.02494
6 C 0.50492 2.54467 -0.01794
7 N -0.55702 2.77165 0.97497
8 H -0.92889 0.85019 -0.83146
9 H 0.55314 0.00917 -1.63178
10 H -1.42832 -0.86280 0.40649
11 H 0.25936 -0.84208 1.00974
12 H 1.00528 -2.09337 -1.18045
13 H -0.82904 -2.22831 -1.46069
14 H -0.80399 -3.53105 0.57177
15 H 0.74475 -3.22879 0.77535
16 H 1.30924 0.73273 0.91490
17 H 1.28726 3.28112 0.24211
18 H 0.19453 2.77634 -1.04608
19 H -1.50875 2.56349 0.69444
20 H -0.52234 2.24744 1.85313

HOMO energy (alpha / beta): -12.865 / -12.816 eV
charge: +1
gap between HOMO and LUMO (alpha / beta): 0.3589 / 0.1714 Eh
LUMO energy (alpha / beta): -3.099 / -8.151 eV
spin multiplicity: 2
<S²>: 0.757
energy relative to the best compared isomer or geometry (same formula, charge and spin): 149.90 kJ/mol

No. 10
The following is a quantum chemistry calculation of a 2-piece molecular cluster, C4H13N3 overall at a distorted geometry, from the Open Molecules 2025 dataset.

CARTESIAN COORDINATES (ANGSTROEM)
1 C -1.92638 -0.12117 1.29537
2 C -0.67659 0.43545 0.65526
3 C 0.50707 -0.06047 1.35567
4 N 3.48894 -0.45306 -2.32302
5 C 2.28357 -0.35067 -1.77671
6 N 1.77024 -0.44676 -0.38789
7 N -3.28830 0.58879 0.67445
8 H -2.01714 -1.23102 1.02492
9 H -1.85717 0.09789 2.44427
10 H -0.56438 -0.07164 -0.38941
11 H -0.96441 1.51930 0.42956
12 H 0.38524 -1.03619 1.65042
13 H 1.26217 0.67783 1.68907
14 H 4.44883 -0.25613 -2.02334
15 H 3.44854 -0.37080 -3.43233
16 H 1.61836 -0.10671 -2.57791
17 H 2.57640 -0.83035 0.02539
18 H -3.42126 1.38307 1.22428
19 H -4.05022 -0.10296 0.78915
20 H -3.02350 0.73559 -0.34719

HOMO energy: -16.974 eV
charge: +2
gap between HOMO and LUMO: 0.2857 Eh
LUMO energy: -9.199 eV
energy relative to the best compared isomer or geometry (same formula, charge and spin): 533.73 kJ/mol

No. 11
The following is a quantum chemistry calculation of a 2-piece molecular cluster, C4H13N3 overall at a distorted geometry, from the Open Molecules 2025 dataset.

CARTESIAN COORDINATES (ANGSTROEM)
1 C -0.43281 0.04069 0.01868
2 C 0.23199 -2.33161 0.04596
3 C -2.67303 1.04800 -0.06240
4 C 1.52836 0.55958 0.66498
5 N -0.64917 -1.20909 -0.21069
6 N -1.21557 1.06749 0.01305
7 N 2.38126 0.93139 -0.46458
8 H 0.43287 -2.43265 1.11365
9 H -0.25579 -3.24547 -0.28669
10 H 1.17190 -2.24241 -0.49597
11 H -3.04883 0.13074 -0.50634
12 H -3.00682 1.89184 -0.66395
13 H -3.08954 1.15529 0.94187
14 H 1.31897 1.37953 1.33942
15 H 1.84907 -0.34656 1.16123
16 H -1.56392 -1.47191 -0.57589
17 H -0.84347 1.99104 0.20243
18 H 2.09050 1.81757 -0.90880
19 H 2.41754 0.19998 -1.19421
20 H 3.35650 1.06655 -0.13174

HOMO energy (alpha / beta): -15.369 / -18.937 eV
charge: +2
gap between HOMO and LUMO (alpha / beta): 0.2901 / 0.2418 Eh
LUMO energy (alpha / beta): -7.474 / -12.357 eV
spin multiplicity: 3
<S²>: 2.006
energy relative to the best compared isomer or geometry (same formula, charge and spin): 66.38 kJ/mol

No. 12
The following is a quantum chemistry calculation of C4H13N3O as an isolated structure at a distorted geometry, from the Open Molecules 2025 dataset.

CARTESIAN COORDINATES (ANGSTROEM)
1 C 1.64770 -0.20063 -0.13697
2 N 2.03498 0.32581 -1.39604
3 N 1.95065 -1.59625 -0.07582
4 O 1.86554 0.54528 0.88254
5 H 0.50058 0.90694 1.50331
6 H 0.17908 -0.24003 -0.13652
7 H 1.91367 1.32584 -1.45149
8 H 1.66955 -0.16285 -2.20017
9 H 2.81066 -1.83191 -0.55646
10 H 1.97998 -1.92394 0.88066
11 C -1.29920 1.34589 -0.62338
12 C -2.00977 -0.88866 0.39143
13 C -1.02048 0.25297 0.38694
14 N -0.59685 0.73736 1.60321
15 H -0.67591 0.03585 2.33414
16 H -1.40979 0.93840 -1.62789
17 H -0.49330 2.07821 -0.62123
18 H -2.22603 1.85492 -0.35032
19 H -2.16001 -1.28415 -0.61269
20 H -1.68533 -1.69079 1.05348
21 H -2.97573 -0.52825 0.75327

HOMO energy: -8.714 eV
charge: 0
gap between HOMO and LUMO: 0.3461 Eh
LUMO energy: 0.702 eV
energy relative to the best compared isomer or geometry (same formula, charge and spin): 204.44 kJ/mol

We obtain DFT total energy values of -18161.421, -18168.328, -18167.080, -18162.337, -29001.180, -8826.645, -8827.094, -8816.953, -8819.451, -8808.045, -8806.086, -10875.559 eV for the records listed above, in that order.